Computed, not measured: 8 unconnected molecules or ions with the total composition C4H24N2O9 at a distorted geometry, with ωB97M-V/def2-TZVPD.

```
! wB97M-V def2-TZVPD RIJCOSX def2/J DEFGRID3
* xyz 0 1
O 0.629 1.071 1.412
C 0.396 0.060 0.823
N -0.087 0.106 -0.440
C -0.710 -0.929 -1.195
O -1.972 -0.694 -1.476
C 0.777 -1.349 1.375
N 2.058 -1.816 0.864
C 1.629 -2.841 -0.260
H -0.261 1.114 -0.698
H -0.792 -1.838 -0.538
H -0.189 -0.980 -2.142
H -2.524 -0.558 -0.626
H -0.055 -2.037 1.287
H 0.963 -1.050 2.484
H 2.587 -1.018 0.458
H 2.517 -3.603 -0.338
H 0.753 -3.370 0.057
H 1.522 -2.485 -1.373
H -2.403 -3.193 0.174
H -1.605 -3.627 1.600
O -1.680 -3.157 0.825
H 1.629 2.929 1.000
H 0.316 3.762 1.112
O 1.208 3.862 1.028
H 2.472 0.801 1.851
H 3.812 0.923 1.108
O 3.476 0.809 1.999
H 2.093 1.530 -2.455
H 0.739 1.289 -2.428
O 1.467 1.086 -2.891
H -2.929 -1.075 2.028
H -3.148 0.233 1.333
O -3.128 -0.716 1.096
H -2.374 1.215 -1.389
H -3.531 2.156 -1.445
O -2.611 2.196 -1.442
H 0.414 4.051 -0.794
H -1.174 3.647 -0.893
O -0.286 3.495 -1.092
*
```

Its LUMO energy is -0.286 eV. As for the HOMO-LUMO gap: 8.84 eV. Its total energy is -953.3657 Eh. The calculation puts the energy relative to the best compared isomer or geometry (same formula, charge and spin) at 115.44 kcal per mole. As for the HOMO energy: -9.129 eV.